Here is 2 unconnected molecules or ions with the total composition C5H4ClF2NO2S in a non-equilibrium geometry from OMol25. Energies are from ωB97M-V with the def2-TZVPD basis set.

```
16
Properties=species:S:1:pos:R:3:forces:R:3
C 1.906 -1.689 -0.330 1.45 -0.86 -0.58
C 1.820 -0.449 -0.865 -1.26 0.20 4.05
C 1.139 -0.206 1.234 -0.60 -2.64 3.54
C 1.496 -1.549 0.961 -0.88 1.51 2.00
C -1.989 1.368 0.400 1.61 1.11 -0.27
N 1.321 0.429 0.090 1.42 -1.09 -1.01
O -2.915 -1.160 -0.726 0.32 -0.16 0.66
O -0.778 -0.336 -1.653 -1.31 -0.46 2.38
F -1.432 1.510 1.611 0.04 -0.61 -0.33
F -1.345 2.303 -0.395 -0.80 -1.40 0.53
S -1.585 -0.672 -0.433 0.64 1.51 -2.74
Cl -3.655 1.616 0.488 -0.78 0.00 -0.26
H 2.434 -2.526 -0.737 -0.26 -0.33 -0.40
H 1.862 -0.066 -1.759 0.64 1.45 -4.92
H 0.852 0.179 2.272 0.35 -0.17 -2.16
H 0.870 1.249 -0.159 -0.60 1.94 -0.49
```
Forces are in eV/Å.

## Properties
Highest occupied orbital energy (spin up / spin down) = -8.84 / -8.39 eV
<S²> = 2.027
ΔE to the lowest compared entry with this formula, charge and spin = 176.6 kJ/mol
HOMO-LUMO gap (spin up / spin down) = 0.3332 / 0.1871 hartree
Multiplicity = 3


Here is 3 unconnected molecules or ions with the total composition C5H15NO2 in a non-equilibrium geometry from OMol25. Energies are from ωB97M-V with the def2-TZVPD basis set.

```
23
Properties=species:S:1:pos:R:3:forces:R:3
C 2.153 -0.008 -2.079 -0.62 2.07 0.20
C 1.092 0.927 -1.385 0.50 1.04 -2.65
C 1.150 0.833 0.092 -0.37 0.48 -0.64
C 0.361 0.004 0.779 0.81 1.35 1.64
N 0.330 -0.017 2.174 -1.35 -0.85 -0.19
C -0.191 -1.246 2.760 2.81 -1.25 0.57
H 2.212 -0.923 -1.537 0.07 -0.89 0.03
H 1.812 -0.084 -3.100 0.21 -0.62 -0.45
H 3.133 0.492 -2.094 -0.18 -0.31 0.14
H 0.091 0.715 -1.809 0.36 -0.38 0.57
H 1.267 1.978 -1.894 -0.14 -1.56 1.62
H 1.848 1.525 0.553 0.04 -0.34 0.45
H -0.461 -0.565 0.391 0.15 -0.26 -0.57
H 1.000 0.485 2.721 0.36 0.05 -0.17
H 0.442 -2.138 2.363 -1.27 1.05 0.47
H -1.241 -1.435 2.591 -0.29 0.17 -0.12
H 0.054 -1.257 3.848 -0.59 0.16 -0.71
O -1.869 1.117 -0.349 0.24 -0.40 -1.16
H -1.441 1.800 0.170 -0.70 0.07 0.41
H -2.791 0.915 -0.186 -0.01 0.62 0.67
O -2.131 -1.419 -1.525 0.13 -0.37 -0.06
H -2.168 -0.576 -1.988 0.16 0.05 0.10
H -1.194 -1.546 -1.316 -0.33 0.13 -0.15
```
Forces are in eV/Å.

## Properties
Highest occupied orbital energy = -7.65 eV
Structure (SMILES) = CC/C=C/NC.O.O
ΔE to the lowest compared entry with this formula, charge and spin = 205.5 kJ/mol
HOMO-LUMO gap = 0.3095 hartree


Here is a molecular structure, C22H38F12HgN4O10S4 in a non-equilibrium geometry from OMol25. Energies are from ωB97M-V with the def2-TZVPD basis set.

```
91
Properties=species:S:1:pos:R:3:forces:R:3
Hg -0.752 0.643 1.428 -0.06 -0.26 -0.29
C -3.545 -1.657 -0.664 -0.71 0.06 0.25
F -2.746 -1.930 -1.679 0.07 0.54 0.33
F -3.922 -0.325 -0.673 0.76 -2.31 0.13
F -4.641 -2.452 -0.807 1.14 1.29 0.61
S -2.690 -2.172 1.049 -4.59 -0.69 0.61
O -3.511 -1.547 2.079 1.69 0.57 -1.22
O -2.834 -3.633 1.063 1.80 2.51 -0.64
N -1.128 -1.457 0.978 -2.57 -0.81 0.24
S -0.181 -2.743 1.011 6.11 -3.54 -3.07
O -0.084 -3.517 2.192 -1.17 0.08 1.48
O -0.127 -3.537 -0.240 -0.95 2.35 1.85
C 1.572 -1.887 1.053 -0.96 -2.53 2.00
F 1.459 -0.802 0.380 0.89 1.80 -1.61
F 1.809 -1.521 2.390 0.25 -0.79 -2.19
F 2.542 -2.735 0.552 -1.75 1.97 1.28
C -0.314 2.578 -2.567 1.32 0.48 0.63
F 0.038 3.815 -3.051 -0.95 -2.68 0.01
F -1.116 1.853 -3.352 0.10 1.56 0.60
F 0.772 1.792 -2.372 -0.57 1.23 -0.23
S -1.050 2.948 -0.775 -1.50 1.56 -0.86
O -1.310 4.387 -0.651 0.96 -2.87 -0.13
O -2.173 2.083 -0.561 -0.20 -0.87 -0.03
N 0.125 2.255 0.247 -1.73 -0.18 -2.20
S 1.205 3.379 0.353 3.42 4.97 1.42
O 1.424 4.200 -0.847 -0.23 -2.46 1.56
O 0.910 4.140 1.547 0.56 -0.74 -0.09
C 2.877 2.504 0.727 0.31 0.85 2.28
F 3.597 3.180 1.695 -1.40 -0.21 -1.09
F 2.622 1.311 1.268 -0.24 -0.29 -0.23
F 3.663 2.406 -0.288 0.11 -0.31 -1.26
C 0.114 -1.350 -3.263 -0.06 1.06 0.03
C 1.378 -1.747 -3.989 0.49 0.37 -0.52
C 1.078 -3.173 -4.367 -0.05 -0.58 0.48
C 2.079 -3.821 -5.227 0.28 -0.03 -1.25
C 2.157 -3.064 -6.552 0.18 -0.58 0.50
C 2.477 -1.536 -6.297 -0.50 -2.16 -2.30
N 1.529 -0.978 -5.268 0.29 -2.46 -0.02
O 1.713 0.381 -5.005 0.41 0.43 -0.24
C 3.983 -1.620 -6.130 1.50 1.48 1.62
C 2.190 -0.855 -7.655 -0.73 0.55 -0.17
C 2.591 -1.640 -3.045 0.42 -0.85 0.03
H -0.728 -1.319 -3.954 -0.02 -0.06 -0.07
H 0.226 -0.349 -2.848 -0.16 -0.20 0.30
H -0.088 -2.109 -2.506 -0.03 0.27 0.22
H 1.085 -3.735 -3.433 -0.71 -0.03 0.14
H 0.117 -3.193 -4.881 -0.25 -0.12 0.30
H 1.770 -4.840 -5.457 0.27 -0.21 0.27
H 3.025 -3.804 -4.685 0.24 -0.36 -0.31
H 1.337 -3.356 -7.207 -0.98 0.83 0.43
H 2.923 -3.562 -7.146 0.79 0.64 0.05
H 4.375 -0.661 -5.791 0.11 0.37 -0.17
H 4.377 -2.287 -5.364 -0.58 -0.29 0.14
H 4.571 -1.906 -7.003 -0.65 0.18 -0.44
H 2.538 0.177 -7.698 -0.10 0.13 0.13
H 2.531 -1.315 -8.582 1.01 -0.55 0.49
H 1.129 -0.904 -7.898 -0.41 0.44 0.63
H 3.510 -2.055 -3.460 0.13 0.74 -0.70
H 2.551 -2.371 -2.238 -0.92 0.23 0.55
H 2.757 -0.644 -2.634 -0.01 -0.02 -0.17
H 1.103 0.727 -5.661 -0.05 0.65 0.12
C -0.140 1.381 6.596 -1.24 -0.06 -0.06
C -0.996 0.482 5.621 -1.26 -0.45 1.40
C -2.373 0.054 6.242 0.05 1.95 -0.19
C -3.212 1.298 6.370 -0.71 -0.20 -0.55
C -3.501 2.031 5.004 0.19 -1.21 2.91
C -2.263 2.334 4.160 0.40 1.39 1.38
N -1.316 1.164 4.277 -2.03 -1.70 0.66
O -0.151 1.392 3.539 0.42 0.27 0.56
C -2.843 2.527 2.754 0.48 0.12 0.12
C -1.586 3.740 4.614 -1.98 -0.60 -0.20
C -0.329 -0.859 5.478 1.74 0.41 -2.08
H -0.667 2.326 6.730 0.47 0.15 -0.10
H 0.912 1.522 6.352 -0.11 0.11 -0.64
H -0.083 0.974 7.606 -0.29 -0.51 -0.07
H -2.914 -0.705 5.677 0.43 -0.02 -0.46
H -2.326 -0.310 7.268 0.85 -0.33 -0.10
H -2.739 1.899 7.146 -0.26 0.48 -0.15
H -4.154 0.908 6.756 -0.37 0.66 0.17
H -4.058 2.905 5.341 0.18 0.42 -0.73
H -4.224 1.354 4.549 0.23 0.13 -0.70
H -3.269 1.583 2.414 0.23 -0.20 -0.41
H -3.694 3.205 2.798 -0.06 0.02 0.28
H -2.186 3.048 2.057 0.33 -0.39 -0.22
H -2.378 4.488 4.642 -0.52 0.06 -1.22
H -1.433 3.925 5.677 1.33 -1.00 0.06
H -0.857 4.087 3.882 0.37 -0.01 0.47
H 0.684 -0.565 5.203 0.53 -0.88 -0.06
H -0.734 -1.411 4.630 -0.14 -0.08 -0.01
H -0.297 -1.538 6.329 -0.26 0.60 0.25
H 0.238 2.108 4.046 1.12 0.74 -0.52
```
Forces are in eV/Å.

## Properties
Highest occupied orbital energy = -8.51 eV
ΔE to the lowest compared entry with this formula, charge and spin = 382.4 kJ/mol
HOMO-LUMO gap = 0.2301 hartree


Here is a gas-phase ion, C11H12N3 (charge +1) in a non-equilibrium geometry from OMol25. Energies are from ωB97M-V with the def2-TZVPD basis set.

```
26
Properties=species:S:1:pos:R:3:forces:R:3
C -0.506 -2.230 -1.033 -2.42 -2.62 -0.39
N -0.944 -0.907 -1.239 -0.20 4.37 2.77
C -0.506 0.159 -0.408 1.67 -1.08 -1.44
C 0.007 0.193 0.985 -0.50 -0.37 -1.62
C -0.263 -0.758 1.918 -1.50 -2.64 1.20
C 0.363 -0.820 3.176 0.68 1.19 -0.74
C 1.355 0.144 3.504 -1.26 0.74 -3.93
C 1.681 1.122 2.475 0.97 -2.01 3.95
C 0.992 1.121 1.326 0.43 1.52 -2.84
N 1.433 2.095 0.410 -2.19 0.17 -1.36
C 0.748 2.226 -0.683 1.28 -0.09 -0.45
N -0.194 1.219 -1.170 -0.29 1.54 -0.30
C -0.794 1.084 -2.606 -0.66 0.45 1.58
C -1.386 -0.369 -2.527 -0.57 0.90 -0.53
H -1.246 -2.782 -1.673 0.93 -0.24 0.58
H 0.479 -2.452 -1.414 0.54 0.12 0.18
H -0.711 -2.622 -0.006 0.56 0.52 -0.93
H -1.020 -1.545 1.643 0.87 0.91 0.63
H 0.145 -1.649 3.826 -0.15 0.03 0.25
H 1.873 0.137 4.404 0.80 -0.12 1.44
H 2.570 1.766 2.543 -0.79 -0.12 0.23
H 1.092 3.086 -1.362 -1.17 -1.62 0.65
H 0.011 1.245 -3.356 -0.75 -0.05 0.58
H -1.701 1.774 -2.710 1.83 -0.50 0.08
H -0.943 -0.928 -3.332 -0.05 -0.57 -0.26
H -2.534 -0.308 -2.691 1.92 -0.44 0.65
```
Forces are in eV/Å.

## Properties
Net charge = +1
Highest occupied orbital energy = -12.71 eV
Structure (SMILES) = C[N+]1=C2c3ccccc3N=CN2CC1
ΔE to the lowest compared entry with this formula, charge and spin = 186.0 kJ/mol
HOMO-LUMO gap = 0.3099 hartree